80
Properties=species:S:1:pos:R:3:forces:R:3:lowdin_charge:R:1 method="wB97M-V/def2-TZVPD" largest_force_ha_per_bohr=0.070 homo_energy_ev=-8.03
C 2.3578 -4.3502 -4.0565 2.2 0.4 1.2 -0.265
S 1.7760 -3.8659 -2.4449 0.2 0.1 1.3 0.831
O 2.9246 -3.0858 -1.8207 -0.9 -0.6 -0.6 -0.599
C 0.5760 -2.7160 -3.0491 0.4 0.7 -1.4 -0.297
H 2.8304 -3.4442 -4.4368 -0.4 0.0 -0.6 0.054
H 1.6278 -4.8293 -4.6531 -0.7 -0.3 -0.7 0.047
H 3.2172 -4.9948 -3.8091 -0.5 -0.2 -0.3 0.057
H 1.0534 -2.0974 -3.8211 0.2 0.4 0.6 0.056
H 0.0446 -2.1571 -2.3039 0.2 0.1 0.4 0.002
H -0.1422 -3.2095 -3.6630 -0.8 -1.0 0.0 0.053
C 3.1495 0.2860 -0.4878 0.8 -0.9 1.5 -0.262
S 2.4929 -0.1387 -2.0697 -2.0 0.6 -0.2 0.867
O 0.9913 0.2477 -2.0382 1.9 -0.3 0.1 -0.575
C 3.3311 1.1374 -2.9742 -1.0 0.3 -2.2 -0.268
H 3.0240 -0.5825 0.1712 -0.5 0.1 -0.1 0.045
H 2.6834 1.1539 -0.0281 0.0 0.2 -0.3 0.027
H 4.2482 0.3515 -0.4676 -0.3 0.4 -0.5 0.076
H 2.8502 2.1235 -2.8792 0.3 -0.4 0.3 0.038
H 3.2908 0.8455 -4.0605 -0.1 0.3 1.0 0.072
H 4.3558 1.1232 -2.7112 1.1 0.2 0.4 0.034
C -3.2287 3.6870 -2.9325 -0.2 -2.6 -0.5 -0.270
S -3.5866 3.4025 -1.2412 -2.5 -0.3 1.1 0.844
O -5.0692 2.9752 -1.1424 2.2 0.6 -0.2 -0.576
C -2.6197 1.9277 -0.9841 0.9 -1.4 -0.8 -0.278
H -3.6656 2.8462 -3.5199 0.3 0.7 0.2 0.089
H -2.1840 3.7480 -3.0542 1.5 -0.4 0.0 0.016
H -3.5375 4.6199 -3.2426 -1.4 1.9 -0.5 0.026
H -1.6211 1.9989 -1.4966 -1.1 -0.1 0.3 0.060
H -3.1320 0.9474 -1.1540 0.0 1.1 -0.9 0.055
H -2.4431 1.8044 0.0580 0.3 0.6 1.1 -0.004
C 2.1884 0.5753 3.1709 0.7 1.4 -2.3 -0.298
S 2.4985 -0.9713 3.9661 1.3 -2.5 -1.3 0.824
O 3.4476 -1.7147 3.0150 -1.1 1.1 1.2 -0.554
C 3.4904 -0.4152 5.3865 -0.9 0.7 0.1 -0.242
H 1.6350 0.5787 2.1822 0.4 -1.1 1.2 0.045
H 3.1226 1.0949 2.8662 -0.1 -0.4 0.6 0.075
H 1.6114 1.2254 3.7665 -0.6 0.8 1.1 0.014
H 4.1018 -1.1987 5.8474 -0.6 -0.2 -0.4 0.063
H 2.7188 -0.0161 6.0938 0.9 -0.2 -0.3 0.059
H 4.1607 0.3453 5.0197 0.2 0.5 0.1 0.040
C -5.2941 -3.2824 -1.7086 -1.1 -0.8 -0.5 -0.292
S -3.5383 -3.3771 -1.9700 0.6 -2.2 -1.6 0.814
O -3.3388 -3.7677 -3.4575 -0.4 1.0 2.2 -0.559
C -3.1972 -1.6614 -1.7746 0.0 0.3 -0.3 -0.304
H -5.6643 -4.3128 -1.4031 0.4 1.1 -0.9 0.065
H -5.6840 -2.9510 -2.7359 0.0 -0.3 1.8 0.084
H -5.5105 -2.6590 -0.8182 0.0 0.1 -0.8 0.054
H -3.4421 -1.3787 -0.7508 0.2 -0.1 0.0 0.045
H -3.8160 -1.0872 -2.4504 -0.1 0.2 -0.3 0.065
H -2.1382 -1.5650 -1.9957 0.0 0.3 0.1 0.032
C -1.8154 1.0351 2.9645 -0.6 2.3 1.5 -0.270
S -1.8348 -0.1741 4.2647 2.5 -1.4 -0.8 0.894
O -0.6872 -1.0861 3.8142 -1.5 0.1 0.2 -0.593
C -0.9892 0.7041 5.5500 -1.7 1.8 2.6 -0.283
H -2.2244 0.7131 2.0720 -0.9 -1.4 -1.5 -0.007
H -0.8278 1.3681 2.7469 1.0 0.0 0.2 0.028
H -2.4218 1.9309 3.1806 0.2 -0.2 0.4 0.081
H 0.0094 1.0321 5.3531 0.6 -0.1 -0.8 0.023
H -0.9665 0.1190 6.5066 -0.1 0.0 -1.1 0.075
H -1.5704 1.6347 5.8463 0.5 -0.9 -0.4 0.078
C -0.7766 -0.8469 0.3600 -1.0 0.2 -1.2 -0.294
S -0.9506 -2.5875 0.7050 0.1 -2.7 -0.2 0.852
O -1.0186 -3.4981 -0.5445 0.5 2.0 1.5 -0.591
C 0.7044 -2.8104 1.3403 0.5 -0.7 -1.3 -0.245
H -0.1075 -0.3082 1.0190 -0.1 -0.3 0.5 0.030
H -1.8478 -0.6113 0.5286 0.9 0.9 -0.5 0.015
H -0.4066 -0.6437 -0.6647 -0.4 -0.2 0.4 0.036
H 0.8324 -2.2263 2.2415 0.0 -0.3 0.3 -0.006
H 1.3093 -2.3933 0.5209 0.3 -0.2 0.3 0.041
H 0.9385 -3.9060 1.3749 -0.3 1.1 0.4 0.090
C 0.5637 2.9617 0.6294 -2.9 0.6 -0.6 -0.260
S 1.0335 3.4467 -1.0397 -0.4 1.6 -0.3 0.819
O -0.1465 4.1225 -1.6774 0.0 -0.8 0.1 -0.541
C 2.0417 4.8522 -0.5917 1.6 0.7 0.9 -0.275
H 1.3726 2.6876 1.1974 2.3 -1.1 1.0 -0.009
H -0.1328 2.1094 0.4467 0.5 0.5 0.4 0.036
H 0.0757 3.7411 1.2661 0.0 -0.2 -1.1 0.094
H 2.8270 4.4922 0.1047 -0.2 0.0 -0.4 0.051
H 1.4767 5.6015 0.0088 0.0 -0.5 -0.8 0.071
H 2.5928 5.3242 -1.4612 -1.1 -0.7 0.8 0.078

80
Properties=species:S:1:pos:R:3:forces:R:3:lowdin_charge:R:1 method="wB97M-V/def2-TZVPD" largest_force_ha_per_bohr=0.038 homo_energy_ev=-8.60
C -3.7640 3.9897 -3.1506 0.3 0.1 -0.1 -0.271
S -3.9693 2.4913 -4.1304 -0.8 0.3 0.5 0.798
O -2.7879 2.3659 -5.0032 0.5 0.0 -0.2 -0.540
C -3.7879 1.3078 -2.7938 0.4 -0.8 -0.2 -0.271
H -2.7655 3.9892 -2.7132 0.0 0.0 0.0 0.036
H -4.5274 4.0495 -2.3765 -0.1 0.0 0.0 0.051
H -3.8528 4.8317 -3.8345 0.0 0.0 0.0 0.046
H -4.0715 0.3662 -3.2706 -0.2 -0.1 0.3 0.043
H -4.4020 1.4939 -1.9144 -0.3 0.2 -0.2 0.056
H -2.7533 1.1632 -2.4734 0.1 0.4 -0.2 0.023
C 0.4039 -2.4083 -1.4689 0.2 0.5 0.1 -0.228
S 0.1027 -0.6017 -1.5438 0.0 0.0 -0.4 0.873
O -1.3432 -0.3131 -1.2948 -0.3 -0.2 0.3 -0.578
C 0.9685 -0.2471 -0.0157 0.1 0.1 0.9 -0.274
H 0.4822 -2.8296 -2.4672 0.1 0.2 -0.1 0.055
H -0.3625 -2.9481 -0.9193 0.0 0.3 0.3 0.041
H 1.3608 -2.4219 -0.9540 0.1 -0.7 -0.2 0.026
H 0.5087 -0.7015 0.8673 -0.2 -0.3 -0.4 0.031
H 0.9780 0.8198 0.2114 0.0 0.1 -0.5 0.051
H 1.9904 -0.6123 -0.0808 0.0 0.2 -0.1 0.014
C 4.7321 -0.4689 -0.6463 -0.7 -1.1 0.7 -0.269
S 4.1039 -1.1450 -2.1811 0.3 -0.1 -0.2 0.807
O 2.9615 -0.3142 -2.6510 -0.1 0.0 0.1 -0.561
C 5.4954 -0.7576 -3.2298 0.5 0.4 -0.5 -0.272
H 5.7149 -0.9022 -0.4655 0.2 0.5 -0.1 0.064
H 4.1082 -0.9778 0.0981 0.0 0.2 0.1 0.013
H 4.5925 0.5854 -0.4323 0.4 0.2 -0.6 0.052
H 6.4354 -1.1352 -2.8279 -0.1 -0.1 0.2 0.053
H 5.5636 0.3244 -3.3595 -0.1 0.0 0.2 0.064
H 5.3595 -1.1921 -4.2193 -0.3 -0.1 0.1 0.050
C 0.3599 -2.5384 3.9901 -0.6 -0.2 0.6 -0.281
S 2.1236 -2.3147 4.1918 0.0 0.4 0.2 0.816
O 2.7454 -3.6534 4.0848 0.1 -0.2 -0.1 -0.538
C 2.3521 -1.5160 2.6002 1.4 0.0 0.6 -0.302
H -0.0926 -3.0242 4.8575 0.5 -0.1 0.2 0.057
H 0.1872 -3.2048 3.1448 -0.1 0.3 -0.3 0.061
H -0.1388 -1.5674 3.9623 0.2 0.0 -0.4 0.035
H 3.4240 -1.3183 2.4988 0.1 -0.3 0.1 0.035
H 1.9769 -0.4939 2.6275 -0.8 -0.3 -0.3 0.026
H 2.0732 -2.2420 1.8387 -0.5 0.4 -0.2 0.058
C -2.7473 -3.2488 -2.3385 -0.5 0.2 0.2 -0.281
S -4.1982 -4.0719 -3.0260 0.8 -0.3 0.0 0.800
O -5.0273 -2.9645 -3.5255 -0.7 0.5 -0.4 -0.547
C -3.3766 -4.8044 -4.4471 0.1 -0.4 0.1 -0.272
H -2.1587 -3.9407 -1.7406 0.0 0.0 0.1 0.043
H -3.2316 -2.4731 -1.7432 0.3 -0.1 0.4 0.041
H -2.1459 -2.7065 -3.0668 -0.1 -0.3 -0.3 0.057
H -2.6864 -5.5764 -4.0994 0.1 0.1 0.1 0.053
H -2.8468 -4.0307 -4.9977 -0.1 0.0 -0.1 0.056
H -4.1278 -5.3064 -5.0535 -0.1 0.2 -0.1 0.048
C 3.0285 2.9504 1.6429 -0.8 -0.5 -0.3 -0.256
S 3.6387 1.7633 2.8529 0.1 0.8 -0.4 0.826
O 4.4462 0.8248 2.0287 0.2 -0.5 0.0 -0.559
C 4.7773 2.8494 3.6964 0.4 0.0 0.9 -0.269
H 1.9969 2.6909 1.3980 0.1 0.1 0.2 -0.003
H 3.5616 2.7538 0.7133 0.4 0.2 0.2 0.065
H 3.0507 4.0001 1.9207 0.1 -0.1 0.2 0.061
H 4.2441 3.3849 4.4858 -0.2 0.1 -0.2 0.055
H 5.3176 3.5527 3.0667 -0.1 -0.1 -0.3 0.062
H 5.4896 2.2101 4.2209 0.0 -0.1 -0.2 0.054
C -0.6788 3.9345 2.2809 -0.2 -0.7 0.2 -0.254
S -0.4977 4.4334 0.5704 0.4 0.2 0.1 0.845
O 0.9543 4.2511 0.2818 -0.2 0.2 -0.2 -0.559
C -1.3145 3.0501 -0.1618 -1.5 -1.3 0.1 -0.289
H -1.7276 3.8200 2.5592 0.0 0.3 0.0 0.063
H -0.1551 4.6310 2.9288 -0.1 0.2 -0.1 0.055
H -0.2056 2.9542 2.3778 0.1 0.0 0.0 0.040
H -1.2094 2.0612 0.2991 1.0 0.2 0.1 0.027
H -1.0439 2.9733 -1.2113 0.0 0.2 0.0 0.058
H -2.4058 3.1148 -0.0546 0.1 0.7 -0.4 0.064
C -4.1713 -1.7504 2.3985 -0.3 0.7 -0.6 -0.244
S -3.6515 -0.0110 2.4878 0.4 -0.2 0.1 0.809
O -3.6053 0.3874 3.9105 0.0 0.1 0.5 -0.558
C -1.9444 -0.3106 1.9916 -0.5 -0.8 0.2 -0.276
H -3.3538 -2.4494 2.5447 0.0 0.0 0.2 0.048
H -4.5994 -1.8315 1.3964 0.1 -0.3 0.0 0.046
H -4.9831 -1.8503 3.1140 0.1 -0.1 0.1 0.053
H -1.5020 -1.0498 2.6658 -0.2 0.2 0.0 0.022
H -1.3802 0.6124 2.0795 -0.1 0.1 -0.4 0.034
H -2.0156 -0.7560 0.9976 0.4 0.5 -0.2 0.036

Number 1: Kohn-Sham gap 7.9 eV. Number 2: Kohn-Sham gap 8.8 eV.